(A)
The following is a DFT calculation (the ωB97M-V functional and the def2-TZVPD basis) of a gas-phase ion, C4H8NOS (charge -1).

Results
SMILES string: C[C@@H](C[S-])NC=O
Total charge: -1
Gap between HOMO and LUMO, eV: 6.15

Element x y z (Å)
C (1.25859, -0.64122, 0.95077)
C (0.31417, -0.00894, -0.06816)
C (-0.12463, -0.96837, -1.13560)
S (0.74405, -2.59060, -1.45478)
N (-0.81506, 0.74441, 0.48203)
C (-1.27330, 1.97466, 0.13832)
O (-2.40705, 2.30876, 0.44418)
H (0.88102, -1.49678, 1.52401)
H (2.15721, -0.90926, 0.39406)
H (1.63065, 0.03760, 1.74136)
H (0.94329, 0.66748, -0.67768)
H (-0.24384, -0.54037, -2.12607)
H (-1.11886, -1.32402, -0.83481)
H (-1.30948, 0.23997, 1.19253)
H (-0.63677, 2.50667, -0.57015)

***

(B)
The following is a DFT calculation (the ωB97M-V functional and the def2-TZVPD basis) of a gas-phase ion, C4H8NOS (charge -1).

Results
SMILES string: O=CNCCC[S-]
Total charge: -1
Gap between HOMO and LUMO, eV: 6.45

Element x y z (Å)
O (0.66791, -2.74994, -1.54612)
C (-0.21023, -2.13517, -0.91428)
N (-0.16924, -0.83297, -0.73723)
C (-1.11346, 0.05710, -0.06942)
C (-0.29714, 1.24449, 0.55705)
C (1.14172, 0.96110, 0.93020)
S (2.24586, 1.42044, -0.45357)
H (-1.00461, -2.80407, -0.57603)
H (0.62644, -0.32399, -1.16787)
H (-1.59221, 0.64274, -0.87936)
H (-1.83645, -0.51618, 0.51310)
H (-0.32808, 2.12811, -0.14370)
H (-0.90642, 1.59028, 1.44800)
H (1.43277, 1.43000, 1.90516)
H (1.34317, -0.11194, 1.13406)

***

(C)
The following is a DFT calculation (the ωB97M-V functional and the def2-TZVPD basis) of a molecular structure, C4H8NOS.

Results
Total charge: -1
Gap between HOMO and LUMO, eV: 4.31

Element x y z (Å)
C (1.05536, 0.61820, -1.07094)
N (0.10806, -0.33593, -0.73040)
C (-0.50340, -0.26747, 0.49806)
C (0.10583, 0.00875, 1.66446)
S (3.90013, 0.86122, -0.66379)
C (-1.95063, -0.70777, 0.32153)
O (-2.45881, -0.20710, -0.82921)
H (1.31832, 0.45093, -2.11463)
H (0.75886, 1.65070, -0.87917)
H (2.09613, 0.53966, -0.56481)
H (-0.66958, -0.40246, -1.42101)
H (-1.85878, -1.83324, 0.31293)
H (1.17900, -0.11836, 1.73992)
H (-0.52595, 0.27029, 2.49887)
H (-2.55454, -0.52741, 1.23820)

***

(A) wins, 13.1 kJ/mol ahead of the next structure.